[1]
Density functional theory data (ωB97M-V with the def2-TZVPD basis set) for a 2-piece molecular cluster, C25H50N8O8 overall in a non-equilibrium geometry.

Geometry as XYZ:
```
91
Properties=species:S:1:pos:R:3:forces:R:3:mulliken_charge:R:1
C 3.541 -3.222 4.034 -0.13 0.40 -0.24 -1.493
C 2.787 -1.940 3.690 -0.13 -0.11 -0.16 -0.246
C 1.281 -2.166 3.572 0.12 0.48 0.32 -0.689
C 0.542 -0.877 3.259 0.27 -0.01 0.50 -0.505
O 0.655 -0.515 1.875 -0.18 0.44 -0.12 0.631
C -0.337 -0.897 1.029 0.66 -1.07 0.42 -0.748
O -0.991 -1.992 1.520 0.15 0.17 -0.13 -0.449
C -1.074 -3.235 0.819 -0.56 -0.58 -0.17 0.122
C -1.906 -4.182 1.680 0.30 0.24 -0.06 -1.473
C 0.235 -1.048 -0.379 0.22 1.25 -0.47 -0.522
C 1.580 -1.803 -0.343 -0.25 -0.03 -0.38 -0.191
C 2.840 -0.948 -0.364 0.01 -0.47 0.05 -2.224
N 3.231 -0.586 -1.735 0.45 -0.25 0.50 0.427
C 3.651 -1.772 -2.552 -0.17 0.56 -0.47 -0.587
C 3.031 -1.790 -3.955 -0.15 0.27 0.20 -1.192
C 4.283 0.356 -1.727 0.15 0.32 0.62 0.636
C 4.657 0.945 -3.057 0.30 -0.02 0.19 -1.269
O 4.860 0.689 -0.706 -0.64 -0.06 -0.55 -0.586
N 0.411 0.307 -0.970 -0.82 -0.87 -0.03 0.482
C -0.897 0.925 -1.334 0.66 0.63 0.19 -0.784
C -1.297 0.721 -2.798 -0.25 -0.16 0.06 -1.305
C -1.916 -0.602 -3.244 -0.47 0.06 -0.22 -0.944
N -3.319 -0.745 -2.802 0.36 -0.42 0.04 -0.428
C -1.999 0.555 -0.363 -0.61 -0.67 -0.21 0.633
C -3.230 1.454 -0.408 0.28 0.26 -0.19 -1.921
C -3.116 2.957 -0.667 -1.11 -0.17 0.05 -0.531
N -4.473 3.341 -1.108 0.74 0.38 0.44 -0.493
N -1.451 0.294 1.041 -0.09 0.49 -0.38 1.080
C -1.092 1.543 1.763 0.38 0.69 0.41 -0.991
C -0.047 2.538 1.157 -0.37 0.37 -0.12 -1.137
O -0.494 3.482 0.545 0.43 -0.65 -0.15 -0.550
N 1.298 2.371 1.450 -0.59 0.42 0.01 0.673
C 1.605 2.644 2.866 0.49 -0.66 -0.15 -1.197
C 2.131 3.169 0.553 0.44 -0.17 0.09 -1.195
O -2.633 -0.318 1.685 -0.14 0.46 0.13 -0.342
C -2.910 0.137 2.866 -0.20 0.36 1.12 0.680
N -3.161 0.543 3.925 0.24 -0.51 -1.07 -0.543
H 4.602 -3.108 3.829 0.13 -0.05 0.11 0.388
H 3.168 -4.042 3.424 0.03 -0.19 0.01 0.319
H 3.404 -3.464 5.083 0.01 -0.19 0.10 0.382
H 2.950 -1.191 4.465 0.12 0.09 0.05 0.364
H 3.159 -1.508 2.759 0.06 0.00 -0.11 0.190
H 1.064 -2.922 2.822 -0.14 -0.19 0.03 0.019
H 0.913 -2.490 4.547 -0.10 -0.34 -0.03 0.639
H 1.039 -0.075 3.799 0.06 0.22 -0.05 0.557
H -0.484 -0.885 3.624 -0.18 -0.15 -0.30 0.367
H -1.567 -3.101 -0.142 0.03 0.12 -0.13 0.349
H -0.096 -3.670 0.636 0.24 0.22 0.07 0.213
H -2.933 -4.231 1.338 -0.16 0.02 0.07 0.376
H -1.474 -5.178 1.655 -0.06 -0.14 -0.03 0.387
H -1.881 -3.830 2.708 -0.06 -0.05 0.13 0.321
H -0.457 -1.587 -1.020 -0.22 -0.35 0.34 0.210
H 1.569 -2.455 -1.216 0.07 -0.14 -0.03 0.820
H 1.633 -2.461 0.518 -0.11 -0.02 0.17 -0.134
H 3.645 -1.511 0.115 0.09 -0.04 0.04 0.589
H 2.691 -0.063 0.239 0.01 0.32 -0.08 0.391
H 3.395 -2.671 -2.007 0.02 -0.09 0.14 0.506
H 4.735 -1.756 -2.649 0.14 -0.16 0.12 0.613
H 2.469 -0.871 -4.103 -0.10 0.05 -0.05 0.197
H 2.338 -2.615 -4.087 0.01 -0.16 -0.08 0.361
H 3.791 -1.816 -4.729 0.04 -0.19 -0.11 0.319
H 5.577 0.470 -3.397 0.03 -0.07 -0.15 0.301
H 4.903 1.986 -2.874 -0.05 0.12 -0.10 0.413
H 3.883 0.848 -3.806 -0.06 -0.01 -0.10 0.295
H 0.847 0.116 -1.866 0.59 0.29 0.13 0.620
H -0.740 1.996 -1.231 0.04 0.04 -0.07 0.418
H -0.406 0.898 -3.403 0.16 0.10 0.03 0.550
H -1.995 1.515 -3.064 -0.13 0.03 -0.07 0.642
H -1.875 -0.607 -4.334 0.11 -0.05 -0.11 0.533
H -1.351 -1.481 -2.933 0.22 0.03 0.15 0.179
H -3.476 -1.690 -2.477 -0.09 -0.03 0.02 0.161
H -3.952 -0.633 -3.583 -0.11 0.29 0.03 0.273
H -2.379 -0.431 -0.638 0.09 -0.15 0.17 0.334
H -3.862 1.319 0.467 -0.02 -0.19 0.10 0.452
H -3.805 1.055 -1.240 -0.12 -0.04 -0.07 0.523
H -2.824 3.476 0.244 0.33 0.17 -0.12 0.248
H -2.438 3.200 -1.478 0.29 0.01 0.04 0.437
H -4.432 4.291 -1.462 -0.31 -0.02 -0.25 0.259
H -5.040 3.421 -0.271 -0.49 -0.12 -0.23 0.217
H -0.799 1.327 2.784 0.04 -0.40 0.01 1.485
H -2.000 2.137 1.804 -0.17 -0.07 -0.09 0.804
H 2.003 3.653 2.963 -0.20 0.20 0.07 0.366
H 0.730 2.537 3.499 -0.06 0.04 0.09 0.507
H 2.377 1.962 3.217 0.03 -0.08 0.06 0.294
H 2.089 4.234 0.781 -0.16 0.10 -0.07 0.363
H 3.160 2.840 0.668 0.13 -0.10 0.03 0.473
H 1.834 2.992 -0.475 -0.08 0.02 -0.07 0.265
N -7.499 3.933 -2.582 0.12 -0.02 0.04 0.959
O -7.911 3.370 -1.544 0.04 -0.01 0.02 -0.640
O -7.053 5.103 -2.519 0.09 -0.08 0.02 -0.651
O -7.522 3.330 -3.673 0.00 0.03 0.05 -0.654
```
Forces are in eV/Å.

Output
- charge = 0
- multiplicity = 1



[2]
Density functional theory data (ωB97M-V with the def2-TZVPD basis set) for CH4O2S2 in the gas phase in a non-equilibrium geometry.

Geometry as XYZ:
```
9
Properties=species:S:1:pos:R:3:forces:R:3:mulliken_charge:R:1
O -1.213 0.636 0.411 -0.35 -0.07 0.11 -0.448
C -0.149 0.713 -0.489 -1.78 -1.37 2.19 -0.005
O 0.840 1.507 0.081 -0.94 -1.26 0.43 -0.414
S 0.507 -1.070 -0.811 -0.01 1.43 -2.40 -0.065
S 0.727 -1.911 0.964 1.02 0.68 1.70 -0.230
H -1.110 -0.054 1.085 0.38 0.10 -0.20 0.325
H -0.689 1.143 -1.362 1.26 -0.47 -0.12 0.354
H 1.094 2.002 -0.655 1.47 1.79 -1.52 0.314
H -0.007 -2.966 0.776 -1.05 -0.83 -0.18 0.170
```
Forces are in eV/Å.

Output
- charge = 0
- SMILES = OC(O)SS
- energy above the lowest of the compared OMol25 structures with the same formula, charge and spin (kJ/mol) = 64.8
- multiplicity = 1



[3]
Density functional theory data (ωB97M-V with the def2-TZVPD basis set) for C38H75O36 as an isolated structure in a non-equilibrium geometry.

Geometry as XYZ:
```
149
Properties=species:S:1:pos:R:3:forces:R:3:mulliken_charge:R:1
O 5.345 2.312 -0.246 1.49 1.50 2.40 -0.882
C 4.576 1.811 -1.057 -1.52 0.80 6.56 0.202
O 4.858 1.615 -2.171 6.99 -3.91 -0.96 -0.594
C 3.214 1.428 -0.518 -0.23 0.67 -0.30 -0.429
C 2.042 1.875 -1.376 -1.14 -1.84 0.94 1.951
C 0.900 0.855 -1.242 -0.13 1.21 -0.38 0.087
C -0.434 1.509 -0.984 0.13 -1.37 0.26 -0.922
O -1.371 0.501 -0.602 -0.59 0.04 0.09 -0.524
H 3.118 1.885 0.451 0.04 0.00 0.55 0.171
H 3.191 0.365 -0.377 0.03 -0.74 -0.04 0.348
H 2.315 1.940 -2.409 -1.38 -1.08 1.48 -2.083
H 1.721 2.856 -1.061 -0.18 0.55 0.10 0.504
H 1.068 0.185 -0.427 0.16 -0.50 0.63 0.048
H 0.860 0.265 -2.146 -0.09 -0.41 -0.37 0.287
H -0.345 2.119 -0.110 0.02 0.78 0.43 0.465
H -0.795 2.069 -1.832 -0.17 0.44 -0.34 0.197
H -1.677 0.061 -1.397 -0.12 -0.02 -0.19 0.390
C -0.826 -2.285 1.024 -0.29 0.15 0.02 -0.439
O 0.433 -2.609 1.627 -0.04 0.20 0.00 -0.320
C 0.777 -3.879 1.566 -0.18 0.13 -0.05 0.944
O 0.141 -4.775 1.071 0.01 -0.16 -0.04 -0.616
O 1.967 -4.012 2.161 0.30 -0.12 0.15 -0.332
C 2.473 -5.343 2.171 0.11 -0.17 0.04 -0.708
H -0.978 -1.220 1.149 0.20 0.05 0.01 0.120
H -0.808 -2.511 -0.041 0.04 -0.09 0.00 0.081
H -1.636 -2.820 1.517 0.09 -0.15 -0.02 0.440
H 2.623 -5.709 1.157 -0.13 -0.05 -0.01 0.290
H 1.801 -6.006 2.717 -0.08 -0.04 -0.13 0.290
H 3.432 -5.324 2.681 0.01 0.24 0.03 0.250
C -2.058 -1.765 -4.630 0.50 -0.13 0.04 -1.117
O -2.955 -0.782 -5.157 -0.35 0.04 0.57 0.019
C -3.312 0.146 -4.260 0.20 -0.17 -0.15 0.571
O -2.955 0.184 -3.116 0.04 -0.03 0.22 -0.761
O -4.131 1.015 -4.843 0.12 0.16 -0.04 0.032
C -4.587 2.063 -3.979 -0.13 0.30 0.03 -0.934
H -1.834 -2.469 -5.426 -0.17 0.11 -0.16 0.367
H -1.132 -1.281 -4.322 0.02 -0.07 0.15 0.420
H -2.501 -2.303 -3.794 -0.06 0.12 0.06 0.402
H -3.749 2.654 -3.617 0.05 -0.10 0.10 0.352
H -5.153 1.655 -3.144 0.12 -0.05 0.08 0.337
H -5.238 2.696 -4.574 0.02 -0.11 -0.16 0.209
C 0.930 -4.335 5.396 0.26 -0.17 -0.18 -0.889
O 0.233 -3.630 6.426 0.07 -0.07 0.11 -0.196
C -0.750 -2.847 5.983 0.11 -0.01 0.07 0.704
O -1.082 -2.699 4.841 -0.09 -0.01 -0.12 -0.587
O -1.299 -2.253 7.046 -0.13 0.13 -0.18 -0.217
C -2.376 -1.366 6.739 -0.17 0.18 0.06 -0.764
H 1.697 -4.936 5.877 -0.07 0.07 0.24 0.307
H 0.253 -4.997 4.858 -0.06 0.11 -0.09 0.351
H 1.409 -3.640 4.710 -0.14 0.03 -0.10 0.391
H -3.193 -1.904 6.262 0.05 0.00 -0.13 0.335
H -2.035 -0.552 6.104 0.00 -0.06 -0.12 0.325
H -2.723 -0.957 7.684 0.13 -0.08 0.10 0.199
C 4.126 -1.713 -2.855 0.28 0.43 0.02 -0.364
O 2.722 -1.957 -2.693 0.18 0.14 0.34 -0.007
C 2.311 -3.172 -2.987 -0.01 0.33 -0.72 0.404
O 2.977 -4.086 -3.403 0.00 -0.22 0.22 -0.608
O 0.980 -3.180 -2.850 -0.35 -0.20 0.35 -0.008
C 0.322 -4.364 -3.284 -0.17 0.08 -0.35 -0.780
H 4.298 -0.664 -2.604 -0.20 -0.16 -0.02 -0.091
H 4.712 -2.339 -2.185 -0.08 -0.14 -0.04 0.328
H 4.419 -1.882 -3.889 -0.02 -0.12 0.00 0.313
H 0.625 -5.254 -2.744 0.25 0.00 0.13 0.327
H 0.493 -4.503 -4.353 0.06 -0.13 0.03 0.319
H -0.739 -4.198 -3.115 -0.02 0.08 0.08 0.182
C -4.287 2.430 -11.483 -0.05 0.12 -0.17 -0.635
O -3.433 1.526 -10.786 0.03 0.02 -0.12 -0.348
C -3.824 1.255 -9.539 0.09 -0.03 0.02 0.743
O -4.801 1.704 -8.998 -0.12 0.06 0.00 -0.556
O -2.952 0.412 -9.005 0.06 -0.12 0.10 -0.387
C -3.251 0.031 -7.651 -0.06 -0.11 -0.39 -0.593
H -3.862 2.565 -12.473 0.14 -0.10 0.03 0.219
H -5.289 2.017 -11.579 -0.05 0.04 0.11 0.292
H -4.323 3.393 -10.978 -0.09 -0.03 0.08 0.295
H -4.211 -0.478 -7.604 -0.09 0.11 0.02 0.420
H -3.248 0.890 -6.997 -0.11 0.22 -0.04 0.316
H -2.482 -0.650 -7.329 0.24 -0.10 -0.36 0.235
C 2.828 8.082 -2.112 -0.17 0.12 -0.04 -0.608
O 4.116 7.817 -1.569 0.02 0.09 0.04 -0.362
C 4.546 6.558 -1.779 0.05 -0.03 0.05 0.830
O 3.933 5.710 -2.366 -0.11 -0.02 -0.07 -0.507
O 5.741 6.441 -1.231 0.33 0.01 0.07 -0.363
C 6.348 5.134 -1.362 0.00 -0.20 0.08 -0.344
H 2.594 9.118 -1.881 0.14 0.03 0.08 0.210
H 2.831 7.952 -3.193 -0.05 -0.14 0.01 0.283
H 2.077 7.438 -1.658 0.00 -0.10 -0.10 0.265
H 6.496 4.885 -2.410 -0.16 0.00 -0.06 0.265
H 5.750 4.369 -0.872 -0.04 -0.08 -0.10 0.106
H 7.316 5.185 -0.872 -0.03 0.23 0.07 0.214
C 1.391 0.912 11.811 0.09 0.18 0.10 -0.641
O 0.512 0.334 10.846 -0.01 0.14 0.00 -0.346
C 0.485 -0.999 10.859 -0.08 0.01 -0.09 0.834
O 1.119 -1.709 11.594 0.15 -0.05 0.17 -0.549
O -0.359 -1.406 9.920 -0.15 -0.09 -0.16 -0.226
C -0.496 -2.831 9.825 -0.06 -0.35 0.27 -0.334
H 1.320 1.989 11.695 -0.11 0.00 -0.13 0.228
H 1.086 0.641 12.820 0.06 -0.11 0.01 0.292
H 2.418 0.602 11.631 0.00 -0.11 0.06 0.278
H -0.888 -3.242 10.754 0.18 0.08 0.12 0.359
H 0.454 -3.296 9.578 0.05 -0.02 0.11 0.091
H -1.193 -3.032 9.031 -0.09 0.17 -0.12 0.116
C 3.518 2.260 -3.623 -1.23 2.70 -5.33 -0.972
O 2.632 1.345 -4.293 -1.17 0.18 -0.86 -0.234
C 1.594 1.894 -4.898 0.55 -0.11 0.52 0.716
O 1.316 3.064 -4.941 -0.37 0.07 -0.23 -0.637
O 0.874 0.904 -5.447 -0.59 -0.36 -0.42 -0.332
C -0.315 1.310 -6.118 0.13 -0.06 0.10 -0.559
H 4.306 1.663 -3.169 -1.83 -0.07 -2.58 0.380
H 3.955 2.958 -4.336 -0.31 0.28 -0.44 0.457
H 2.992 2.797 -2.839 1.34 1.16 -1.60 0.268
H -0.090 1.966 -6.957 -0.02 0.14 0.07 0.448
H -1.003 1.797 -5.426 0.04 0.17 -0.02 0.238
H -0.779 0.405 -6.494 0.10 -0.12 0.00 0.128
C 5.027 -6.868 9.520 0.10 -0.20 0.02 -0.665
O 3.910 -6.033 9.220 -0.04 -0.12 -0.02 -0.325
C 4.169 -4.726 9.298 -0.11 0.01 -0.01 0.663
O 5.226 -4.236 9.590 0.13 0.02 0.04 -0.542
O 3.055 -4.068 8.996 -0.17 0.05 -0.06 -0.163
C 3.180 -2.644 9.036 0.00 0.34 -0.04 -0.681
H 4.688 -7.895 9.421 -0.16 0.04 -0.04 0.222
H 5.839 -6.693 8.818 0.05 0.10 0.06 0.298
H 5.368 -6.703 10.541 0.08 0.10 -0.02 0.293
H 3.914 -2.302 8.309 0.11 -0.05 0.06 0.411
H 3.444 -2.309 10.036 0.10 -0.05 0.01 0.365
H 2.212 -2.228 8.772 -0.09 -0.19 -0.07 0.057
C -6.427 -0.735 -4.652 -0.03 0.02 0.10 -0.615
O -7.285 -1.721 -5.236 0.09 -0.12 0.10 -0.349
C -8.422 -1.235 -5.721 0.08 -0.07 0.01 0.750
O -8.766 -0.084 -5.702 -0.08 0.11 0.01 -0.547
O -9.120 -2.249 -6.234 -0.06 -0.11 -0.05 -0.342
C -10.375 -1.868 -6.796 -0.19 -0.05 -0.11 -0.635
H -5.544 -1.254 -4.294 -0.07 -0.23 -0.08 0.262
H -6.133 -0.002 -5.392 -0.11 0.07 -0.07 0.306
H -6.920 -0.254 -3.808 -0.07 0.07 -0.07 0.352
H -10.233 -1.171 -7.619 0.01 0.11 0.07 0.296
H -11.020 -1.431 -6.037 0.04 0.12 -0.01 0.292
H -10.838 -2.775 -7.175 0.13 -0.11 0.05 0.218
C -2.217 5.079 3.295 -0.21 0.00 0.01 -0.619
O -0.957 5.743 3.378 -0.08 0.09 0.06 -0.342
C 0.076 4.995 2.975 0.17 0.13 -0.03 0.823
O 0.011 3.867 2.573 -0.14 -0.22 -0.03 -0.515
O 1.185 5.717 3.095 0.09 0.10 0.05 -0.357
C 2.377 5.029 2.687 0.25 -0.01 -0.08 -0.541
H -2.967 5.783 3.646 0.11 0.13 0.03 0.211
H -2.441 4.804 2.267 0.06 -0.12 0.00 0.291
H -2.230 4.198 3.933 0.05 -0.09 -0.09 0.276
H 2.324 4.754 1.636 -0.06 -0.11 0.01 0.207
H 2.539 4.146 3.300 -0.09 -0.08 -0.06 0.296
H 3.203 5.718 2.832 -0.10 0.14 0.05 0.266
```
Forces are in eV/Å.

Output
- charge = -1
- multiplicity = 1



| no. | HOMO-LUMO gap (eV) | HOMO energy (eV) |
| --- | --- | --- |
| 1 | 4.56 | -5.69 |
| 2 | 9.39 | -8.90 |
| 3 | 5.84 | -4.01 |